Here is 3 unconnected molecules or ions with the total composition C38H52N4O5S at a distorted geometry from OMol25. Energies are from ωB97M-V/def2-TZVPD.

Geometry as XYZ:
```
100
Properties=species:S:1:pos:R:3:forces:R:3
C 6.180 -5.548 0.524 -0.28 0.47 -0.55
C 6.105 -4.179 -0.168 0.51 -0.93 0.08
O 4.961 -4.173 -1.010 0.01 0.48 0.23
C 4.075 -3.107 -0.745 -0.26 0.11 0.08
C 3.392 -3.197 0.652 -0.58 -0.09 -0.51
C 1.905 -3.442 0.427 2.16 0.57 0.60
C 1.543 -4.684 -0.042 0.40 -0.14 -0.02
C 0.243 -4.965 -0.307 -1.02 -1.25 -0.60
C -0.151 -6.311 -0.806 -0.26 0.38 0.88
C -1.045 -7.107 -0.095 0.47 0.08 -0.65
C -1.289 -8.343 -0.656 -0.58 0.19 0.99
C -0.696 -8.682 -1.845 -0.07 -1.55 -1.16
N 0.160 -7.958 -2.563 -0.54 0.41 1.24
C 0.399 -6.790 -1.969 1.19 0.61 -1.20
C -0.742 -4.006 -0.088 -0.26 -0.78 -0.86
N -2.108 -4.367 -0.407 0.48 0.84 1.78
C -2.843 -4.431 0.569 -0.53 -1.14 -1.35
S -3.887 -4.855 1.647 0.08 0.46 0.23
C -0.370 -2.797 0.403 -0.93 1.94 0.53
C 0.966 -2.482 0.667 -0.44 0.31 -0.12
C 1.285 -1.103 1.172 0.26 0.63 0.17
O 2.280 -0.478 0.855 -0.42 -0.50 0.21
C 0.247 -0.507 2.080 0.34 -0.43 -0.23
C -1.014 -0.816 1.833 -0.71 -0.13 0.14
C -1.387 -1.714 0.700 -0.06 -0.29 -0.07
O -2.425 -1.595 0.084 0.34 0.08 0.42
H 5.959 -6.286 -0.249 0.14 -0.11 0.09
H 7.180 -5.731 0.916 -0.13 -0.04 0.23
H 5.399 -5.636 1.280 0.22 -0.07 0.19
H 6.118 -3.358 0.554 -0.22 0.03 -0.06
H 7.006 -4.086 -0.784 -0.14 0.22 -0.11
H 4.542 -2.124 -0.888 0.21 -0.13 0.17
H 3.299 -3.171 -1.508 0.09 -0.07 -0.06
H 3.761 -4.055 1.214 0.26 0.07 -0.09
H 3.541 -2.290 1.226 0.17 -0.08 0.03
H 2.307 -5.435 -0.198 0.01 -0.05 -0.02
H -1.487 -6.750 0.824 -0.08 -0.21 0.07
H -1.946 -9.048 -0.166 -0.04 -0.05 -0.09
H -0.947 -9.655 -2.263 0.07 0.05 -0.02
H 1.116 -6.144 -2.474 -0.08 -0.05 -0.06
H 0.507 0.166 2.886 0.26 0.14 -0.22
H -1.817 -0.425 2.448 -0.09 0.16 -0.27
C -0.916 6.347 2.525 0.22 0.14 0.24
C -1.471 4.895 2.496 0.18 1.78 -0.87
C -2.935 4.876 2.952 -0.22 -0.31 0.49
C -3.115 5.066 4.454 0.04 0.00 -0.03
C -2.269 4.054 5.221 -0.50 -0.04 -0.35
C -0.794 4.086 4.816 0.86 0.94 1.47
N -0.611 4.005 3.334 -2.06 -1.56 0.03
O -0.793 2.776 2.961 0.75 -0.07 -0.19
C -0.153 5.369 5.377 -0.03 0.32 -0.15
C -0.060 2.947 5.524 0.06 -0.45 -0.38
C -1.443 4.488 1.023 0.19 -0.66 0.00
H -1.619 7.053 2.971 0.03 -0.03 0.07
H 0.025 6.423 3.066 -0.05 -0.06 0.05
H -0.692 6.709 1.522 -0.16 -0.10 -0.06
H -3.391 3.921 2.672 0.15 -0.06 -0.04
H -3.493 5.648 2.417 0.17 0.03 -0.13
H -2.855 6.087 4.747 0.04 -0.02 -0.01
H -4.167 4.934 4.714 0.01 0.03 0.00
H -2.363 4.239 6.293 0.22 -0.01 0.02
H -2.680 3.053 5.049 0.13 -0.02 -0.11
H 0.878 5.474 5.034 -0.02 -0.02 -0.04
H -0.129 5.334 6.467 -0.06 -0.16 -0.01
H -0.695 6.276 5.115 0.03 -0.02 -0.07
H -0.500 1.973 5.312 0.02 0.04 -0.13
H -0.106 3.090 6.603 -0.06 0.17 -0.03
H 0.993 2.921 5.235 -0.02 0.00 -0.04
H -0.420 4.439 0.645 -0.01 -0.02 0.01
H -1.986 5.223 0.430 0.01 0.13 0.15
H -1.918 3.523 0.849 0.09 -0.04 0.11
C -2.195 2.067 -5.404 -0.25 -0.16 0.16
C -0.810 2.514 -4.858 -1.33 -0.04 -1.44
C 0.294 1.594 -5.395 0.37 -0.35 0.32
C 0.321 0.217 -4.737 -0.04 0.03 0.01
C 0.385 0.356 -3.219 0.41 0.13 -0.47
C -0.734 1.234 -2.657 -1.30 -1.35 0.73
N -0.836 2.546 -3.365 2.56 -0.07 -0.15
O 0.120 3.319 -2.948 -0.57 0.43 0.29
C -2.064 0.459 -2.744 -0.17 -0.04 -0.33
C -0.501 1.431 -1.161 0.33 0.59 0.05
C -0.579 3.904 -5.451 0.34 0.38 0.48
H -2.141 1.128 -5.957 -0.01 -0.03 0.08
H -2.935 1.949 -4.614 0.08 -0.04 0.05
H -2.620 2.812 -6.076 0.19 0.03 -0.07
H 1.270 2.065 -5.238 -0.08 0.11 0.11
H 0.182 1.480 -6.475 -0.14 0.15 0.00
H -0.554 -0.369 -5.035 -0.02 0.03 0.03
H 1.193 -0.338 -5.090 -0.02 0.00 -0.02
H 0.345 -0.635 -2.760 -0.17 0.07 0.14
H 1.359 0.776 -2.947 -0.08 0.14 0.03
H -2.904 1.084 -2.434 0.04 0.04 -0.01
H -2.049 -0.406 -2.081 0.14 0.06 0.08
H -2.276 0.070 -3.739 -0.01 0.09 -0.02
H 0.476 1.861 -0.943 -0.05 0.10 -0.07
H -0.549 0.472 -0.651 -0.09 -0.08 -0.17
H -1.266 2.077 -0.727 0.01 0.00 -0.02
H -1.311 4.619 -5.072 0.01 -0.03 0.02
H -0.680 3.860 -6.535 -0.09 -0.18 0.02
H 0.417 4.289 -5.237 -0.05 -0.02 0.14
```
Positions in Å, forces in eV/Å.

2S+1: 3
Max |F|, eV/A: 2.580
DFT total energy, Ha: -2472.39702
LUMO (alpha / beta), eV: -0.95 / -0.95
ΔE to the lowest compared entry with this formula, charge and spin, eV: 0.575
Gap between HOMO and LUMO (alpha / beta), eV: 7.41 / 8.22